(1)
The following is a quantum chemistry calculation of a cluster of 15 separate species, C15H60O15 in total, from the OMol25 dataset.

Calculated values
* electronic energy: -1735.7033 hartree
* Kohn-Sham gap: 10.0 eV
* energy above the lowest of the compared OMol25 structures with the same formula, charge and spin: 10.4321 eV

Geometry as XYZ:
```
90
C15H60O15 | the OMol25 dataset | wB97M-V/def2-TZVPD
C -0.75 1.68 7.91
O -0.70 0.82 6.79
H -1.59 1.24 8.45
H 0.14 1.65 8.54
H -1.09 2.67 7.63
H -1.54 0.89 6.32
C 4.57 2.04 4.94
O 3.76 1.13 4.17
H 4.13 3.03 5.09
H 4.69 1.67 5.96
H 5.56 2.18 4.52
H 2.95 0.99 4.66
C -5.70 3.36 3.83
O -4.97 2.17 3.63
H -6.55 3.23 4.50
H -5.03 4.03 4.37
H -5.91 3.85 2.88
H -5.64 1.55 3.33
C -3.67 -8.39 -1.76
O -2.96 -7.38 -1.16
H -4.12 -9.01 -0.98
H -4.49 -7.90 -2.28
H -2.96 -8.94 -2.38
H -2.75 -6.68 -1.78
C -6.70 -3.25 0.94
O -7.56 -2.17 1.12
H -5.71 -2.92 0.62
H -6.70 -3.87 1.84
H -7.15 -3.78 0.10
H -8.45 -2.43 0.87
C 3.79 -5.56 -3.80
O 4.98 -6.30 -3.56
H 3.99 -4.49 -3.82
H 3.42 -5.85 -4.78
H 3.01 -5.76 -3.06
H 4.89 -7.24 -3.74
C 4.63 1.78 -5.54
O 3.35 1.29 -5.34
H 5.05 1.74 -6.55
H 4.70 2.79 -5.13
H 5.24 1.13 -4.92
H 3.16 1.32 -4.40
C 7.34 -2.57 0.39
O 8.13 -3.14 -0.67
H 6.62 -3.25 0.85
H 7.96 -2.23 1.22
H 6.76 -1.70 0.09
H 7.60 -3.81 -1.11
C -0.21 6.58 3.29
O 0.65 7.63 3.57
H -0.96 6.77 2.53
H 0.36 5.69 2.98
H -0.72 6.25 4.20
H 0.12 8.27 4.06
C -1.70 -4.81 -6.41
O -1.66 -4.27 -5.15
H -1.13 -4.31 -7.19
H -1.49 -5.88 -6.36
H -2.77 -4.74 -6.62
H -1.99 -3.37 -5.14
C -5.92 1.18 -4.30
O -4.99 0.31 -4.99
H -6.68 1.48 -5.02
H -6.33 0.65 -3.43
H -5.44 2.08 -3.93
H -5.19 0.52 -5.91
C 0.25 0.24 -0.47
O 1.47 0.89 -0.59
H -0.33 0.48 -1.36
H 0.33 -0.84 -0.32
H -0.24 0.65 0.42
H 1.87 0.93 0.29
C -0.84 6.09 -3.08
O -1.89 6.86 -3.66
H -1.33 5.36 -2.44
H -0.22 5.62 -3.84
H -0.24 6.76 -2.46
H -1.51 7.35 -4.39
C 5.14 6.92 0.31
O 4.95 8.33 0.55
H 6.21 6.70 0.35
H 4.63 6.32 1.07
H 4.74 6.57 -0.64
H 4.30 8.40 1.25
C 0.44 -5.36 4.17
O -0.50 -6.40 4.13
H 1.36 -5.70 3.70
H 0.14 -4.49 3.58
H 0.55 -4.92 5.16
H -0.95 -6.40 3.28
```

=====

(2)
The following is a quantum chemistry calculation of a structure of composition C27H30AsN2O2S6Tc, from the OMol25 dataset.

Calculated values
* electronic energy: -6012.0732 hartree
* Kohn-Sham gap: 6.9 eV
* total charge: +2

Geometry as XYZ:
```
69
C27H30AsN2O2S6Tc | the OMol25 dataset | wB97M-V/def2-TZVPD
Tc 0.49 0.16 0.58
C 0.27 2.91 1.78
C 1.79 2.68 1.77
N 2.19 1.53 0.89
C 3.39 0.84 1.40
C 3.09 0.14 2.71
S 1.39 -0.51 2.73
C 0.50 0.60 3.87
C -0.76 1.13 3.21
N -0.50 1.63 1.83
H -0.02 3.43 0.87
H 0.02 3.56 2.62
H 2.14 2.47 2.78
H 2.29 3.59 1.46
H 2.43 1.91 -0.02
H 4.22 1.53 1.52
H 3.68 0.10 0.64
H 3.21 0.79 3.58
H 3.75 -0.71 2.86
H 1.16 1.40 4.20
H 0.23 0.01 4.75
H -1.19 1.92 3.83
H -1.49 0.33 3.12
H -1.41 1.83 1.43
S -1.40 -0.94 -3.86
As 0.43 -0.34 -4.42
S 0.12 1.72 -1.25
S -1.04 -1.36 -0.61
S 1.29 1.19 -2.90
C 2.30 -5.30 -2.65
C 2.98 -4.09 -2.69
C 2.44 -2.98 -2.05
C 1.25 -3.09 -1.33
C 0.57 -4.30 -1.30
C 1.09 -5.40 -1.96
C 0.73 -1.88 -0.65
C 0.07 -1.86 0.67
C -0.14 -2.91 1.66
C 0.88 -3.81 1.97
C 0.69 -4.76 2.96
C -0.52 -4.82 3.65
C -1.53 -3.92 3.35
C -1.34 -2.96 2.37
H 2.70 -6.17 -3.15
H 3.91 -4.01 -3.24
H 2.97 -2.03 -2.09
H -0.37 -4.39 -0.77
H 0.56 -6.34 -1.93
H 1.38 -0.99 -0.90
H 1.82 -3.77 1.43
H 1.48 -5.47 3.19
H -0.67 -5.57 4.42
H -2.47 -3.96 3.88
H -2.14 -2.27 2.11
O -2.03 8.38 -4.13
C -1.72 7.92 -2.91
O -1.42 8.65 -2.02
C -1.81 6.42 -2.69
C -1.53 5.49 -3.68
C -1.55 4.14 -3.39
C -1.84 3.73 -2.10
S -1.86 2.00 -1.70
C -2.15 4.65 -1.10
C -2.12 6.00 -1.40
H -2.42 7.71 -4.70
H -1.27 5.82 -4.68
H -1.33 3.41 -4.16
H -2.42 4.31 -0.10
H -2.32 6.75 -0.64
```

=====

(3)
The following is a quantum chemistry calculation of a structure of composition C29H39Cl6GeN6O2SV, from the OMol25 dataset.

Calculated values
* <S²>: 2.038
* electronic energy: -7787.9241 hartree
* Kohn-Sham gap (alpha / beta): 7.8 / 8.1 eV
* multiplicity: 3
* energy above the lowest of the compared OMol25 structures with the same formula, charge and spin: 0.5157 eV

Geometry as XYZ:
```
85
C29H39Cl6GeN6O2SV | the OMol25 dataset | wB97M-V/def2-TZVPD
V 0.22 0.21 -0.42
C 1.74 2.23 -1.92
N 1.63 0.75 -1.89
C 1.31 0.26 -3.24
C 2.90 0.27 -1.35
C 4.03 0.02 -2.11
C 5.22 -0.28 -1.48
C 5.28 -0.28 -0.09
C 4.16 -0.02 0.67
C 2.93 0.23 0.05
N 1.68 0.43 0.64
C 1.57 0.84 1.98
C 2.20 0.23 3.07
C 2.15 0.81 4.32
C 1.47 2.00 4.52
C 0.76 2.57 3.48
C 0.78 1.98 2.22
N -0.02 2.47 1.12
C 0.26 3.88 0.81
C -1.45 2.31 1.42
H 2.51 2.52 -2.63
H 0.79 2.68 -2.20
H 2.02 2.59 -0.93
H 1.95 0.74 -3.99
H 1.43 -0.81 -3.29
H 0.28 0.54 -3.46
H 3.98 0.06 -3.19
H 6.10 -0.51 -2.06
H 6.22 -0.50 0.40
H 4.24 -0.03 1.75
H 2.67 -0.73 2.93
H 2.64 0.32 5.16
H 1.46 2.47 5.50
H 0.19 3.47 3.64
H -0.15 4.55 1.57
H 1.34 4.03 0.77
H -0.17 4.13 -0.15
H -1.73 2.82 2.36
H -2.03 2.76 0.63
H -1.70 1.26 1.51
Cl -0.53 -3.99 -0.36
Ge 0.74 -2.19 -0.18
Cl 2.01 -2.89 1.49
Cl 2.13 -2.81 -1.82
C -3.53 -3.58 4.49
N -2.28 -3.13 3.90
C -1.70 -4.07 2.95
C -1.90 -1.84 3.92
S -1.03 -1.12 2.68
N -2.27 -1.12 5.03
C -2.24 -1.73 6.35
C -2.11 0.32 5.06
H -4.15 -4.04 3.71
H -4.07 -2.75 4.92
H -3.36 -4.34 5.27
H -1.69 -5.06 3.40
H -0.69 -3.78 2.70
H -2.28 -4.12 2.02
H -2.05 -2.80 6.28
H -3.18 -1.57 6.88
H -1.43 -1.29 6.94
H -2.38 0.74 4.10
H -1.07 0.61 5.27
H -2.76 0.72 5.83
C -5.28 -3.46 -2.67
C -4.09 -2.69 -2.18
C -3.15 -2.16 -3.06
C -2.05 -1.48 -2.56
N -1.84 -1.29 -1.26
C -2.73 -1.80 -0.41
C -3.85 -2.50 -0.82
H -5.61 -3.08 -3.63
H -6.10 -3.40 -1.96
H -5.01 -4.51 -2.79
H -3.27 -2.27 -4.13
H -1.32 -1.06 -3.23
H -2.53 -1.64 0.64
H -4.54 -2.90 -0.09
Cl -4.06 1.18 -0.93
C -3.23 2.25 -2.07
Cl -3.94 3.86 -1.94
Cl -3.46 1.64 -3.72
C -1.66 2.33 -1.83
O -1.15 3.39 -2.13
O -1.10 1.26 -1.43
```

=====

(4)
The following is a quantum chemistry calculation of an isolated molecule of C3H2N2OS, from the OMol25 dataset.

Calculated values
* electronic energy: -698.4397 hartree
* Kohn-Sham gap: 9.2 eV
* energy above the lowest of the compared OMol25 structures with the same formula, charge and spin: 0.0394 eV
* SMILES: [H]/N=C1/N=CSC1=O

Geometry as XYZ:
```
9
C3H2N2OS | the OMol25 dataset | wB97M-V/def2-TZVPD
H 0.87 -1.31 -1.85
N 1.41 -0.91 -1.09
C 0.61 -0.31 -0.32
N 1.00 0.39 0.84
C -0.01 0.91 1.42
S -1.63 0.73 0.73
C -0.90 -0.23 -0.58
O -1.46 -0.75 -1.52
H 0.11 1.48 2.36
```